# C35H23BrIN8RuS

A structure of composition C35H23BrIN8RuS (ωB97M-V/def2-TZVPD, OMol25).

The geometry in XYZ format:
```
70
Properties=species:S:1:pos:R:3
I -0.292 -2.935 -0.352
Ru 0.277 -0.274 0.057
Br 1.704 -5.711 0.057
S 3.548 -3.318 6.135
N 4.209 -2.827 4.756
N 2.010 -2.951 5.851
N 0.309 1.545 1.047
N -1.458 0.601 -0.378
N 0.339 0.039 -2.011
N 2.235 -0.826 0.782
N -0.125 -0.944 1.983
N -1.870 1.623 0.209
C -1.567 -1.462 3.813
C 2.216 -1.364 2.028
C -0.930 2.088 1.143
C 1.446 -5.035 -1.679
C -1.232 3.158 1.958
C 1.331 1.204 -3.891
C 3.425 -0.622 0.222
C 0.770 -1.938 3.975
C -0.505 -1.952 4.544
C 3.494 -0.566 -3.759
C -0.925 0.071 -2.557
C 4.625 -1.010 0.811
C 2.481 -0.688 -2.838
C 3.463 0.466 -4.703
C 1.962 -2.423 4.638
C -3.295 0.402 -2.059
C 0.505 -3.444 -3.242
C -1.994 0.322 -1.658
C 4.605 -1.627 2.041
C 0.683 -3.902 -1.945
C -3.568 0.154 -3.414
C -0.207 3.701 2.726
C 3.374 -1.791 2.681
C 1.065 3.167 2.616
C -2.553 -0.135 -4.323
C 1.110 -4.113 -4.293
C 2.391 1.354 -4.757
C -1.234 -0.178 -3.914
C 2.042 -5.702 -2.744
C 1.288 2.088 1.768
C 1.879 -5.241 -4.040
C 1.378 0.188 -2.903
C 3.225 -2.352 4.007
C -1.339 -0.966 2.536
C 0.924 -1.426 2.686
H 5.555 -0.820 0.294
H 4.280 0.573 -5.404
H 2.391 2.163 -5.475
H -0.639 -2.343 5.545
H -2.572 -1.462 4.212
H 2.344 -5.777 -4.856
H 2.270 1.647 1.664
H 0.965 -3.769 -5.308
H 2.455 -1.512 -2.138
H 4.312 -1.274 -3.762
H -2.802 -0.344 -5.354
H -2.156 -0.592 1.933
H 2.630 -6.588 -2.547
H 1.894 3.577 3.177
H -4.595 0.183 -3.755
H -2.237 3.557 1.966
H -0.454 -0.450 -4.611
H 5.512 -1.957 2.530
H -0.399 4.540 3.380
H -0.134 -2.594 -3.434
H 0.510 1.909 -3.893
H 3.431 -0.115 -0.730
H -4.085 0.645 -1.363
```

Net charge: +3
Energy relative to the best compared isomer or geometry (same formula, charge and spin) in kcal/mol: 22.2
Gap between HOMO and LUMO (alpha / beta) in eV: 4.6 / 4.6

Atom charges from the natural (NBO) analysis, given in e for atoms 1 to 6: I 0.44; Ru 0.52; Br 0.14; S 1.07; N -0.57; N -0.57